Computed, not measured: a 2-piece molecular cluster, C4H5FO2 overall in a non-equilibrium geometry, with the ωB97M-V functional and the def2-TZVPD basis.

```
! RIJCOSX wB97M-V def2-TZVPD def2/J DEFGRID3
* xyz 0 3
C -1.561 -0.037 -2.802
C -0.446 0.842 -0.252
C 0.876 -0.279 1.596
C -0.129 -0.417 0.491
O -0.909 0.129 -3.698
O -1.458 1.294 -0.641
F 0.751 1.396 -0.627
H 1.804 -0.472 1.106
H 0.751 -1.022 2.351
H 1.037 0.761 1.908
H -1.066 -0.985 0.721
H 0.351 -1.211 -0.153
*
```

As for the HOMO energy (spin up / spin down): -6.268 / -11.828 eV. The calculation puts the HOMO-LUMO gap (spin up / spin down) at 0.2533 / 0.2879 Ha. As for the maximum force: 8.5 eV Å⁻¹. The molar mass is 104.1 g/mol. As for the calculated total energy: -11034.699 eV.

=====

Computed, not measured: C2H4N4 in the gas phase in a non-equilibrium geometry, with the ωB97M-V functional and the def2-TZVPD basis.

```
! RIJCOSX wB97M-V def2-TZVPD def2/J DEFGRID3
* xyz 0 1
C 1.136 1.042 -0.203
C -1.212 0.238 -0.145
N -0.147 0.787 -0.043
N 2.201 0.064 -0.045
N 1.790 -1.106 0.039
N -2.383 -0.283 0.050
H 1.655 2.017 -0.003
H 2.728 -1.759 0.058
H -2.748 -0.410 0.953
H -3.020 -0.592 -0.660
*
```

As for the HOMO energy: -7.283 eV. The calculation puts the HOMO-LUMO gap at 0.2815 Ha. As for the maximum force: 3.4 eV Å⁻¹. The molar mass is 84.1 g/mol. As for the calculated total energy: -8094.917 eV.

=====

Computed, not measured: a 2-piece molecular cluster, C6H12NP overall in a non-equilibrium geometry, with the ωB97M-V functional and the def2-TZVPD basis.

```
! RIJCOSX wB97M-V def2-TZVPD def2/J DEFGRID3
* xyz 0 3
C 3.285 -0.379 0.238
C -1.075 2.255 1.074
C -2.299 -1.359 0.806
C -1.143 -0.309 -1.792
C 3.124 0.334 -0.874
C -0.873 1.035 0.555
N 3.412 -1.091 1.207
P -2.197 0.191 -0.325
H -2.028 2.670 0.896
H -0.340 2.708 1.649
H 4.123 -1.539 1.719
H -3.366 -1.354 1.259
H -1.539 -1.253 1.614
H -2.136 -2.316 0.210
H -0.660 -1.252 -1.495
H -0.496 0.511 -2.189
H -1.903 -0.484 -2.679
H 2.982 -0.202 -1.843
H 3.104 1.455 -0.820
H 0.025 0.380 0.790
*
```

As for the HOMO energy (spin up / spin down): -3.416 / -8.460 eV. The calculation puts the HOMO-LUMO gap (spin up / spin down) at 0.1582 / 0.2016 Ha. As for the maximum force: 5.3 eV Å⁻¹. The molar mass is 129.1 g/mol. As for the calculated total energy: -17187.123 eV.

=====

Computed, not measured: C20H26I2MnN6O2S2 as an isolated structure, with the ωB97M-V functional and the def2-TZVPD basis.

```
! RIJCOSX wB97M-V def2-TZVPD def2/J DEFGRID3
* xyz 0 2
Mn 0.050 0.175 -0.829
C -4.457 1.226 -0.905
C -3.767 1.448 0.401
N -4.399 2.017 1.382
C -3.743 2.240 2.553
C -2.468 1.827 2.793
C -1.816 2.169 4.098
O -0.672 3.016 3.916
C -1.753 1.146 1.756
C -0.491 0.553 2.046
N 0.325 -0.053 1.221
C 1.473 -0.650 1.811
C 1.477 -1.127 3.127
C 2.626 -1.636 3.704
C 3.806 -1.704 2.974
C 3.807 -1.299 1.650
C 2.650 -0.798 1.071
I 2.674 -0.293 -0.939
C -2.372 1.028 0.494
O -1.823 0.576 -0.562
H -5.522 1.407 -0.790
H -4.270 0.217 -1.272
H -4.049 1.896 -1.665
H -4.307 2.774 3.309
H -1.451 1.292 4.635
H -2.544 2.666 4.746
H -0.963 3.767 3.383
H -0.199 0.615 3.090
H 0.562 -1.140 3.701
H 2.591 -2.000 4.722
H 4.707 -2.103 3.418
H 4.707 -1.385 1.056
I -1.691 0.923 -3.940
C 0.024 1.218 -2.631
H -0.127 2.262 -2.337
H 0.866 1.240 -3.334
N 2.065 2.766 2.692
C 2.311 2.804 1.373
N 3.596 2.614 1.007
S 1.127 3.080 0.223
H 2.758 2.433 3.342
H 1.119 2.885 3.034
H 4.342 2.546 1.678
H 3.816 2.676 0.029
S -0.365 -2.242 -0.967
C -0.090 -2.672 -2.588
N 0.494 -1.844 -3.446
C 0.692 -2.136 -4.856
C -0.364 -3.124 -5.320
C -0.354 -4.334 -4.400
N -0.458 -3.887 -3.021
H 0.589 -0.889 -3.113
H 1.697 -2.539 -5.016
H 0.605 -1.197 -5.400
H -0.173 -3.430 -6.347
H -1.341 -2.638 -5.278
H 0.561 -4.919 -4.542
H -1.201 -4.988 -4.607
H -0.891 -4.474 -2.329
*
```

As for the HOMO energy (spin up / spin down): -7.199 / -7.163 eV. The calculation puts the HOMO-LUMO gap (spin up / spin down) at 0.2586 / 0.2540 Ha. As for the maximum force: 0.5 eV Å⁻¹. The molar mass is 755.3 g/mol. As for the calculated total energy: -103390.280 eV.

=====

Computed, not measured: a 2-piece molecular cluster, C37H16Br2F15O2Si overall in a non-equilibrium geometry, with the ωB97M-V functional and the def2-TZVPD basis.

```
! RIJCOSX wB97M-V def2-TZVPD def2/J DEFGRID3
* xyz 1 1
F 2.212 5.135 0.971
C 1.766 3.890 1.218
C 1.055 3.191 0.241
F 0.809 3.758 -0.959
C 0.569 1.918 0.534
F -0.120 1.273 -0.442
C 0.761 1.286 1.769
Si 0.062 -0.391 2.185
C -1.431 -0.783 1.138
C -1.601 -1.895 0.299
F -0.601 -2.805 0.181
C -2.781 -2.143 -0.403
F -2.920 -3.276 -1.128
C -3.844 -1.241 -0.323
F -4.988 -1.474 -0.994
C -3.715 -0.109 0.482
F -4.725 0.780 0.603
C -2.533 0.079 1.195
F -2.481 1.152 2.027
C 1.371 -1.712 1.964
C 2.407 -1.577 1.029
F 2.481 -0.449 0.275
C 3.364 -2.560 0.790
F 4.364 -2.340 -0.091
C 3.292 -3.768 1.487
F 4.198 -4.737 1.258
C 2.291 -3.943 2.448
F 2.231 -5.090 3.161
C 1.374 -2.918 2.670
F 0.430 -3.112 3.636
O -0.519 -0.207 3.813
C -1.703 -0.420 4.343
C -2.313 -1.612 4.699
C -3.712 -1.361 5.021
C -3.783 0.162 5.054
O -2.431 0.631 4.689
C 1.508 2.009 2.700
F 1.790 1.441 3.904
C 1.986 3.294 2.462
F 2.636 3.970 3.434
H -1.817 -2.562 4.580
H -4.391 -1.724 4.229
H -4.054 -1.777 5.974
H -4.477 0.520 4.290
H -4.052 0.564 6.037
Br -6.273 1.708 13.995
C -5.277 1.615 12.402
C -5.673 2.375 11.285
C -4.945 2.288 10.100
C -3.801 1.448 9.992
C -3.045 1.420 8.778
C -1.986 0.540 8.517
C -1.068 0.741 7.493
C 0.180 0.035 7.430
C 1.361 0.677 6.971
C 2.589 0.031 7.002
C 2.661 -1.302 7.445
Br 4.320 -2.194 7.476
C 1.504 -1.972 7.882
C 0.286 -1.300 7.901
C -3.405 0.712 11.146
C -4.132 0.797 12.339
H -6.542 3.022 11.352
H -5.238 2.887 9.239
H -3.318 2.124 7.985
H -1.855 -0.336 9.163
H -1.213 1.590 6.820
H 1.295 1.712 6.630
H 3.499 0.550 6.704
H 1.568 -3.002 8.229
H -0.612 -1.803 8.264
H -2.503 0.106 11.112
H -3.819 0.239 13.213
*
```

As for the HOMO energy: -10.348 eV. The calculation puts the HOMO-LUMO gap at 0.1707 Ha. As for the maximum force: 4.5 eV Å⁻¹. The molar mass is 965.4 g/mol. As for the calculated total energy: -231439.067 eV.

=====

Computed, not measured: C5H9NO in the gas phase, with the ωB97M-V functional and the def2-TZVPD basis.

```
! RIJCOSX wB97M-V def2-TZVPD def2/J DEFGRID3
* xyz 0 1
C 1.623 0.881 0.184
C 0.357 0.057 0.107
C 0.127 -1.221 0.926
C -1.019 0.774 0.100
N -1.596 -0.349 -0.698
C -0.079 -0.623 -1.155
O 0.263 -1.134 -2.165
H 2.490 0.253 -0.042
H 1.746 1.256 1.206
H 1.622 1.735 -0.507
H 0.991 -1.887 0.848
H -1.553 -1.171 0.000
H -0.070 -0.962 1.976
H -1.507 0.904 1.068
H -1.036 1.696 -0.489
H -2.357 -0.210 -1.360
*
```

As for the HOMO energy: -6.904 eV. The calculation puts the HOMO-LUMO gap at 0.2747 Ha. As for the maximum force: 0.8 eV Å⁻¹. The molar mass is 99.1 g/mol. As for the calculated total energy: -8864.722 eV.

=====

Computed, not measured: a 5-piece molecular cluster, CH11NO4 overall in a non-equilibrium geometry, with the ωB97M-V functional and the def2-TZVPD basis.

```
! RIJCOSX wB97M-V def2-TZVPD def2/J DEFGRID3
* xyz -1 2
C -0.625 -1.664 -0.021
N -0.564 -0.744 1.118
H -1.493 -1.367 -0.556
H 0.166 -1.915 -0.686
H -0.957 -2.692 0.313
H -1.307 -0.113 1.126
H -2.972 1.747 0.128
O -2.404 0.959 0.140
H 0.442 1.442 -0.329
H -1.075 1.437 -0.653
O -0.164 1.427 -1.112
H 2.481 -0.506 -1.536
H 0.447 -0.302 1.135
O 2.091 -0.765 -0.703
H 1.939 0.008 -0.026
H 2.195 1.966 0.858
O 1.801 1.081 0.804
*
```

As for the HOMO energy (spin up / spin down): -4.724 / -4.522 eV. The calculation puts the HOMO-LUMO gap (spin up / spin down) at 0.3228 / 0.1908 Ha. As for the maximum force: 6.3 eV Å⁻¹. The molar mass is 101.1 g/mol. As for the calculated total energy: -10892.811 eV.

=====

Computed, not measured: a 2-piece molecular cluster, CH3NO2P overall in a non-equilibrium geometry, with the ωB97M-V functional and the def2-TZVPD basis.

```
! RIJCOSX wB97M-V def2-TZVPD def2/J DEFGRID3
* xyz -1 1
C -0.756 1.392 1.482
N 0.201 1.308 0.649
O 0.153 -2.973 -1.978
O 0.620 -0.775 -1.159
P -0.076 -2.039 -0.798
H -1.402 0.500 1.259
H 0.302 0.578 -0.038
H 0.958 2.009 0.583
*
```

As for the HOMO energy: -4.481 eV. The calculation puts the HOMO-LUMO gap at 0.3291 Ha. As for the maximum force: 3.0 eV Å⁻¹. The molar mass is 92.0 g/mol. As for the calculated total energy: -15960.449 eV.

=====

Computed, not measured: a 11-piece molecular cluster, C14H50N16O14 overall in a non-equilibrium geometry, with the ωB97M-V functional and the def2-TZVPD basis.

```
! RIJCOSX wB97M-V def2-TZVPD def2/J DEFGRID3
* xyz -1 2
C -2.228 2.053 3.364
O -2.644 1.677 4.464
N -1.827 3.246 3.075
N -2.163 1.318 2.248
H -1.519 3.572 2.169
H -1.820 3.793 3.924
H -1.884 1.668 1.343
H -2.543 0.398 2.419
C 3.810 -0.167 1.824
O 2.797 0.388 1.911
N 4.862 0.306 1.212
N 4.149 -1.355 2.320
H 5.618 -0.343 1.041
H 4.673 1.084 0.597
H 3.506 -1.840 2.929
H 5.061 -1.654 2.005
C 0.861 -2.415 3.537
O 1.728 -3.109 2.976
N 0.465 -2.797 4.736
N 0.229 -1.326 3.131
H 0.737 -3.678 5.148
H -0.168 -2.129 5.150
H -0.540 -1.157 3.763
H 0.322 -0.974 2.189
C 2.919 3.281 0.124
O 4.108 3.197 0.202
N 2.278 4.117 0.900
N 2.208 2.602 -0.720
H 2.808 4.567 1.633
H 1.276 4.095 0.781
H 2.609 1.996 -1.421
H 1.225 2.827 -0.668
C -3.404 -0.040 -3.986
O -3.256 -0.035 -5.281
N -4.135 0.779 -3.298
N -2.782 -0.798 -3.134
H -4.756 1.378 -3.822
H -4.288 0.730 -2.301
H -2.519 -0.439 -2.228
H -2.307 -1.515 -3.664
C 0.267 -0.184 -0.454
O -0.831 -0.402 -0.896
N 0.440 0.651 0.584
N 1.426 -0.712 -0.902
H 1.261 0.744 1.165
H -0.439 1.078 0.839
H 2.232 -0.300 -0.453
H 1.485 -1.134 -1.817
C -1.482 3.196 -1.039
O -1.431 3.261 0.192
N -1.226 4.196 -1.800
N -2.060 2.196 -1.627
H -1.172 5.048 -1.262
H -1.663 4.203 -2.711
H -2.438 1.465 -1.043
H -2.129 2.165 -2.634
C -3.362 -1.841 0.920
O -3.918 -0.932 0.318
N -2.106 -2.002 1.132
N -4.002 -2.882 1.454
H -1.663 -2.788 1.586
H -1.550 -1.315 0.643
H -3.557 -3.590 2.021
H -4.982 -3.080 1.311
C 0.670 -0.923 -4.782
C 1.078 -0.559 -6.227
O 1.550 -1.692 -6.912
O 1.708 -1.395 -4.031
H -0.077 -1.712 -4.865
H 0.227 -0.069 -4.271
H 1.746 0.296 -6.116
H 0.225 -0.303 -6.855
H 0.876 -2.370 -6.820
H 2.173 -2.072 -4.529
C -1.684 -3.790 -2.381
C -0.275 -3.695 -2.658
O 0.233 -4.498 -3.758
O -2.523 -3.602 -3.541
H -2.157 -3.050 -1.735
H -2.030 -4.713 -1.915
H 0.383 -4.064 -1.870
H 0.016 -2.646 -2.714
H 1.173 -4.371 -3.904
H -3.332 -4.071 -3.322
C 2.662 2.263 4.401
C 1.186 1.871 4.382
O 0.874 0.874 5.351
O 2.863 2.976 5.633
H 2.917 2.907 3.560
H 3.336 1.409 4.339
H 0.880 1.420 3.438
H 0.590 2.739 4.664
H 1.384 0.154 4.972
H 2.764 2.341 6.346
*
```

As for the HOMO energy (spin up / spin down): 0.216 / -6.875 eV. The calculation puts the HOMO-LUMO gap (spin up / spin down) at 0.0633 / 0.3210 Ha. As for the maximum force: 6.6 eV Å⁻¹. The molar mass is 666.7 g/mol. As for the calculated total energy: -67838.737 eV.

=====

Computed, not measured: C4H5NO in the gas phase, with the ωB97M-V functional and the def2-TZVPD basis.

```
! RIJCOSX wB97M-V def2-TZVPD def2/J DEFGRID3
* xyz 0 1
N 1.508 0.051 -0.215
C 1.366 -1.208 0.274
C 0.494 1.015 -0.341
C -0.766 0.681 -0.094
C -1.081 -0.731 0.290
O 0.103 -1.536 0.536
H 2.459 0.331 -0.388
H 0.812 2.014 -0.621
H -1.572 1.403 -0.164
H -1.655 -1.246 -0.490
H -1.668 -0.773 1.214
*
```

As for the HOMO energy: -8.596 eV. The calculation puts the HOMO-LUMO gap at 0.3468 Ha. As for the maximum force: 0.5 eV Å⁻¹. The molar mass is 83.1 g/mol. As for the calculated total energy: -7764.157 eV.

=====

Computed, not measured: C5H6Br2Cl2 as an isolated structure in a non-equilibrium geometry, with the ωB97M-V functional and the def2-TZVPD basis.

```
! RIJCOSX wB97M-V def2-TZVPD def2/J DEFGRID3
* xyz 0 1
C 0.730 0.074 0.242
C -0.580 -0.291 -0.441
C -0.580 0.182 1.023
C 1.827 -0.940 0.628
C -1.366 0.915 -1.682
Cl 1.436 1.658 -0.071
Cl -0.938 -1.939 -0.837
Br -1.367 1.820 1.599
Br -0.921 -1.229 2.421
H 2.527 -1.079 -0.148
H 1.488 -1.891 1.082
H 2.361 -0.502 1.458
H -1.164 0.434 -2.581
H -1.020 1.950 -1.226
H -2.435 0.838 -1.465
*
```

As for the HOMO energy: -9.858 eV. The calculation puts the HOMO-LUMO gap at 0.3704 Ha. As for the maximum force: 6.2 eV Å⁻¹. The molar mass is 296.8 g/mol. As for the calculated total energy: -170409.702 eV.

=====

Computed, not measured: a 3-piece molecular cluster, C15H21Cl2N4O2P2 overall, with the ωB97M-V functional and the def2-TZVPD basis.

```
! RIJCOSX wB97M-V def2-TZVPD def2/J DEFGRID3
* xyz 1 1
C -3.182 -3.493 -5.777
C -2.463 -2.684 -4.754
Cl -3.242 -2.597 -3.211
C -1.294 -2.048 -4.901
Cl -0.384 -2.070 -6.359
C -0.701 -1.268 -3.803
N -0.895 0.025 -3.596
C -0.225 0.436 -2.464
P -0.343 2.145 -1.885
O -1.718 2.657 -2.034
C 0.393 -0.659 -1.992
N 0.102 -1.716 -2.835
P 0.619 -3.443 -2.730
C 2.226 -3.097 -1.969
O -0.243 -3.892 -1.418
H -4.243 -3.231 -5.758
H -3.115 -4.551 -5.512
H -2.793 -3.315 -6.777
H -1.481 0.607 -4.182
H 0.635 2.814 -2.633
H 0.099 2.038 -0.559
H 1.020 -0.767 -1.119
H 2.787 -2.392 -2.587
H 2.748 -4.057 -1.937
H 2.123 -2.728 -0.947
H -0.886 -3.241 -1.111
N 1.450 0.681 2.059
C 1.647 1.967 2.495
C 2.985 2.129 2.727
C 3.623 0.897 2.421
C 2.653 0.023 2.013
H 0.561 0.278 1.827
H 0.822 2.655 2.590
H 3.457 3.029 3.083
H 4.674 0.677 2.501
H 2.715 -1.007 1.705
N -0.380 2.382 5.162
C -1.337 1.792 5.944
C -1.876 2.759 6.749
C -1.218 3.981 6.442
C -0.301 3.716 5.461
H 0.182 1.917 4.474
H -1.550 0.740 5.865
H -2.652 2.609 7.480
H -1.396 4.943 6.893
H 0.399 4.360 4.956
*
```

As for the HOMO energy: -9.752 eV. The calculation puts the HOMO-LUMO gap at 0.2336 Ha. As for the maximum force: 1.0 eV Å⁻¹. The molar mass is 422.2 g/mol. As for the calculated total energy: -69567.336 eV.

=====

- What is the formula in the sixth record?
  C5H9NO